--- P ---
The following is a quantum chemistry calculation of a cluster of 2 separate species, C4H5NO2 in total, from the OMol25 dataset.

## Properties
LUMO, eV: 0.0
Gap between HOMO and LUMO, eV: 10.01

The geometry in XYZ format:
```
12
C4H5NO2 (wB97M-V/def2-TZVPD)
C 0.065 -1.623 -0.021
N 0.278 2.288 0.005
H 3.178 -0.801 0.150
C -0.538 1.477 -0.010
H -3.473 0.701 -0.070
H 2.319 0.832 0.161
O -1.578 0.706 -0.054
O -2.824 1.407 -0.209
H -0.351 -1.938 -0.965
H -0.429 -1.981 0.868
C 2.255 -0.244 0.104
C 1.098 -0.824 0.041
```



--- Q ---
The following is a quantum chemistry calculation of the molecule C4H5NO2, from the OMol25 dataset.

## Properties
LUMO, eV: 0.6
Gap between HOMO and LUMO, eV: 10.90

The geometry in XYZ format:
```
12
C4H5NO2 (wB97M-V/def2-TZVPD)
O 2.964 -0.226 -0.230
N -0.601 -0.414 -0.345
C 0.646 0.059 0.226
H 1.649 0.151 -1.729
H 0.831 -0.108 1.286
C -0.437 1.012 -0.160
H -0.431 1.535 -1.106
H -1.205 -1.431 1.418
O -2.740 -1.033 0.150
H -0.946 1.495 0.676
C -1.582 -1.011 0.467
C 1.852 -0.028 -0.652
```



--- R ---
The following is a quantum chemistry calculation of the molecule C4H5NO2, from the OMol25 dataset.

## Properties
LUMO, eV: 0.8
Gap between HOMO and LUMO, eV: 11.23

The geometry in XYZ format:
```
12
C4H5NO2 (wB97M-V/def2-TZVPD)
C 0.948 1.269 0.027
C 0.921 -1.214 0.586
C -0.950 -0.036 -0.124
O -2.119 -0.313 -0.017
H 2.199 -0.359 -1.020
H 1.416 1.624 0.962
H 0.531 -0.920 1.535
H 1.428 -2.175 0.498
O -0.482 1.154 0.264
N 0.079 -0.868 -0.570
H 1.131 1.980 -0.838
C 1.340 -0.153 -0.343
```



--- S ---
The following is a quantum chemistry calculation of the molecule C4H5NO2, from the OMol25 dataset.

## Properties
LUMO, eV: 0.3
Gap between HOMO and LUMO, eV: 10.47

The geometry in XYZ format:
```
12
C4H5NO2 (wB97M-V/def2-TZVPD)
C -0.636 1.261 0.161
H 1.047 -0.668 -1.591
C 0.637 0.530 0.317
O 2.478 -0.785 -0.194
N -0.644 -0.027 0.866
C -1.113 -1.159 0.118
H 1.319 0.883 1.081
C 1.443 -0.327 -0.622
H -0.778 2.065 0.881
H -1.347 -1.969 0.831
O -1.226 -1.217 -1.079
H -1.180 1.414 -0.769
```



Which is more stable than every other structure shown? R is more stable than every other one.